Molecular formula: C30H47AsClN5O5SScSeSi
Method: DFT, wB97M-V/def2-TZVPD

CARTESIAN COORDINATES (ANGSTROEM)
Sc -0.56968 -0.50841 0.76765
O -3.57890 0.16785 2.98865
Cl -2.76598 -0.88959 2.54223
O -3.16270 -2.15676 2.99470
O -2.69373 -0.87087 1.04905
O -1.34257 -0.63227 2.88025
C -4.67797 3.30379 -2.80273
C -4.05442 2.59990 -1.60990
N -3.92422 1.16932 -1.86961
C -2.83186 0.41760 -1.75426
S -1.31941 1.11372 -1.27326
N -2.92029 -0.87571 -2.02909
C -4.14666 -1.61212 -2.30544
C -4.57818 -1.52994 -3.76384
H -4.81500 4.36376 -2.58799
H -5.66140 2.88864 -3.03190
H -4.04798 3.20653 -3.68663
H -4.67380 2.73595 -0.72029
H -3.06255 2.98623 -1.38846
H -4.76480 0.70750 -2.18376
H -2.06911 -1.41352 -1.88612
H -4.93397 -1.26694 -1.62874
H -3.94840 -2.64776 -2.03089
H -4.75074 -0.50205 -4.08792
H -5.50157 -2.08864 -3.91323
H -3.81051 -1.95338 -4.41102
C 3.11017 -2.41342 1.30216
As 1.50719 -1.79705 2.20489
C 2.22997 -1.02162 3.83512
C 0.65144 -3.43939 2.86763
C 1.61935 -4.38950 3.50182
C 2.28155 -5.34011 2.72715
C 3.20305 -6.20236 3.30155
C 3.47590 -6.12604 4.66051
C 2.81405 -5.19040 5.44189
C 1.89102 -4.32918 4.86617
H 3.64338 -3.13558 1.91832
H 3.75094 -1.55094 1.11817
H 2.83561 -2.86677 0.35127
H 2.80361 -1.76564 4.38706
H 1.40931 -0.65903 4.45274
H 2.88274 -0.18667 3.58240
H 0.14943 -3.88425 2.00854
H -0.10985 -3.09698 3.57034
H 2.06248 -5.41103 1.66717
H 3.70364 -6.94093 2.68920
H 4.19237 -6.80043 5.10971
H 3.00897 -5.13629 6.50490
H 1.36229 -3.61394 5.48625
C 2.22852 -2.11122 -3.05776
Si 0.81179 -3.25327 -2.62830
C -0.48894 -3.25825 -3.97178
C 1.42034 -4.97153 -2.22842
Se -0.21546 -2.46751 -0.72068
H 2.71768 -2.44609 -3.97541
H 2.97665 -2.09527 -2.26299
H 1.88149 -1.08793 -3.20997
H -0.07738 -3.71700 -4.87404
H -0.80122 -2.24229 -4.22219
H -1.37424 -3.82637 -3.68071
H 1.68829 -5.48940 -3.15250
H 0.66605 -5.56823 -1.71431
H 2.30753 -4.93458 -1.59339
C -1.06347 4.21352 -3.26644
C -0.03465 4.62268 -2.24997
C 1.08119 3.83125 -1.99976
C 2.04512 4.21587 -1.08129
C 1.88265 5.38794 -0.35320
N 2.80667 5.77157 0.65645
C 3.51597 4.94590 1.48891
O 4.56086 5.26102 2.00963
N 2.98851 3.66373 1.68141
C 1.64364 3.29370 1.73101
C 0.60852 4.17371 2.03130
C -0.69905 3.71665 2.02014
C -0.95583 2.39759 1.71821
N 0.04361 1.53715 1.44979
C 1.30089 1.97564 1.45337
C 0.78130 6.19642 -0.60351
C -0.15631 5.82031 -1.55160
H -0.96455 3.15784 -3.51992
H -0.95747 4.79288 -4.18572
H -2.07327 4.38474 -2.89109
H 1.20810 2.90315 -2.54428
H 2.91984 3.59929 -0.92321
H 3.17374 6.71117 0.63683
H 3.65648 3.05224 2.12543
H 0.82867 5.20381 2.27588
H -1.51470 4.38593 2.25307
H -1.96370 2.00385 1.68672
H 2.07581 1.25363 1.21437
H 0.65530 7.11565 -0.04376
H -1.00719 6.46488 -1.73872

Output
net charge	+1
HOMO	-10.83	eV
F_max	0.0116	Eh/bohr

Formally, the Mulliken partial charges of the atoms, in units of the elementary charge, are as follows:
1. Sc 0.2728
2. O -0.5839
3. Cl 1.8400
4. O -0.5915
5. O -0.6845
6. O -0.6607
7. C -1.5193
8. C -0.0036
9. N -0.0201
10. C 0.1992
11. S 0.0531
12. N 0.7029
13. C -0.9243
14. C -1.0034
15. H 0.3946
16. H 0.4468
17. H 0.3480
18. H 0.2733
19. H 0.0459
20. H 0.2200
21. H -0.6859
22. H 0.4132
23. H 0.4380
24. H 0.2787
25. H 0.3931
26. H 0.2690
27. C -1.0078
28. As 0.7150
29. C -1.3369
30. C -1.1076
31. C 0.2392
32. C -0.3653
33. C -0.6256
34. C -0.4904
35. C -0.6727
36. C -0.2963
37. H 0.4212
38. H 0.4665
39. H 0.0189
40. H 0.4686
41. H 0.3633
42. H 0.3759
43. H 0.5610
44. H 0.5510
45. H 0.4908
46. H 0.4153
47. H 0.3934
48. H 0.3969
49. H 0.4441
50. C -0.9619
51. Si 0.3887
52. C -1.0494
53. C -1.0227
54. Se -0.0280
55. H 0.3704
56. H 0.2978
57. H 0.2153
58. H 0.4679
59. H 0.2391
60. H 0.2954
61. H 0.3822
62. H 0.3427
63. H 0.2808
64. C -1.3195
65. C 0.5398
66. C -0.4752
67. C -0.2282
68. C 0.0473
69. N -0.0829
70. C 0.2160
71. O -0.6468
72. N -0.0692
73. C -0.3257
74. C -0.1739
75. C -1.2311
76. C -0.1835
77. N 0.6240
78. C -0.4564
79. C -0.4031
80. C -0.7583
81. H 0.2881
82. H 0.4867
83. H 0.1048
84. H 0.4647
85. H 0.5261
86. H 0.2651
87. H 0.2455
88. H 0.5603
89. H 0.4748
90. H 0.4334
91. H 0.6979
92. H 0.4427
93. H 0.3891



Molecular formula: C2H3I
Method: DFT, wB97M-V/def2-TZVPD

CARTESIAN COORDINATES (ANGSTROEM)
C 0.67845 0.37240 -0.00101
C -0.30748 -0.56164 -0.09663
I -2.36382 0.09213 -0.01891
H 1.64994 0.18098 0.18255
H 0.63301 1.47094 -0.16101
H -0.29011 -1.55482 0.09500

Output
HOMO	-9.16	eV
F_max	0.1073	Eh/bohr

Formally, the natural (NBO) partial charges of the atoms, in units of the elementary charge, are as follows:
1. C -0.3849
2. C -0.2896
3. I 0.0730
4. H 0.1957
5. H 0.2105
6. H 0.1953



Molecular formula: C31H84HgN7O8
Method: DFT, wB97M-V/def2-TZVPD

CARTESIAN COORDINATES (ANGSTROEM)
Hg 3.99613 -1.51488 -0.76193
C 0.22544 0.27169 0.28725
C 1.70402 0.73697 0.18478
C 1.71233 2.01644 1.06195
O 2.69415 -0.19067 0.50512
H -0.06150 0.08069 1.32525
H -0.09154 -0.59462 -0.30479
H -0.40426 1.06599 -0.11555
H 1.77365 0.97130 -0.89045
H 2.63764 2.57198 0.88969
H 1.67430 1.78860 2.12548
H 0.88337 2.62548 0.71592
C 0.99268 5.30046 -2.74024
C 0.74295 4.50997 -1.46804
C 0.54630 5.34398 -0.19531
O -0.45422 6.31320 -0.38769
C -0.20141 7.60273 0.15198
N -0.41784 3.67376 -1.76418
H 1.18955 4.63638 -3.58935
H 1.97767 5.79013 -2.74706
H 0.25992 6.02045 -3.09789
H 1.64587 3.90471 -1.34251
H 1.53579 5.76972 0.00744
H 0.17487 4.65536 0.57028
H 0.42639 7.50490 1.04046
H -1.16138 8.00521 0.47396
H 0.23038 8.26188 -0.60297
H -1.26876 4.21543 -1.85426
H -0.60428 2.95826 -1.07220
C -1.85756 -2.06315 -3.31899
C -3.24525 -1.60490 -2.90868
C -3.17283 -0.19136 -2.34507
O -4.48446 0.28241 -2.17681
C -4.53109 1.45405 -1.41719
N -4.08641 -1.61046 -4.14688
H -1.88676 -3.02993 -3.82199
H -1.22232 -2.01188 -2.42692
H -1.35212 -1.44999 -4.07363
H -3.74210 -2.30132 -2.23503
H -2.58597 0.45993 -3.01341
H -2.60740 -0.15843 -1.40016
H -5.52496 1.88075 -1.31822
H -3.84046 2.21095 -1.81944
H -4.15460 1.33912 -0.38602
H -4.09554 -0.64785 -4.47214
H -5.03780 -1.78534 -3.84207
C -1.79553 0.19305 4.18495
C -2.86513 1.27561 4.28078
C -4.01977 1.08757 3.31898
O -4.90199 2.16678 3.42510
C -5.87044 2.23981 2.42326
N -3.41027 1.32747 5.66994
H -0.94228 0.32040 4.85511
H -1.41413 0.22736 3.16139
H -2.17929 -0.78371 4.49369
H -2.32910 2.20741 4.05129
H -4.53585 0.14037 3.50472
H -3.47944 1.11709 2.35547
H -6.35264 1.27545 2.21027
H -5.47465 2.67608 1.49868
H -6.71735 2.85191 2.73782
H -2.58107 1.46539 6.24500
H -3.87437 2.23386 5.69268
C 1.43898 -4.90799 -1.81022
C 2.43105 -3.71953 -1.75708
C 1.69233 -2.52619 -2.37588
O 2.62954 -1.44164 -2.61535
C 2.18698 -0.49802 -3.61049
N 2.82100 -3.47224 -0.33775
H 0.47902 -4.58524 -1.39675
H 1.80192 -5.77419 -1.25883
H 1.22669 -5.17360 -2.84636
H 3.19846 -4.11105 -2.42991
H 0.97694 -2.06082 -1.69910
H 1.31815 -2.95133 -3.30538
H 1.45576 -0.92547 -4.28643
H 3.07424 -0.12016 -4.11946
H 1.83897 0.40237 -3.09597
H 3.09039 -4.42278 -0.06906
H 1.89571 -3.45420 0.15083
C 9.19473 3.84398 -1.14343
C 8.45680 5.16851 -1.07721
C 6.97762 5.09137 -1.34291
O 6.34875 4.14627 -0.49109
C 4.94553 4.13512 -0.60535
N 8.76942 5.77597 0.24590
H 8.70976 3.00091 -0.65078
H 10.20006 3.96472 -0.73963
H 9.40595 3.47275 -2.15333
H 8.97206 5.87449 -1.73176
H 6.76814 4.85204 -2.39491
H 6.49627 6.05535 -1.11463
H 4.56376 4.95764 0.00998
H 4.64355 3.16282 -0.21476
H 4.53160 4.21246 -1.61764
H 8.23865 6.65149 0.25661
H 8.22448 5.31153 0.97667
C -2.84550 -5.88025 -1.47403
C -3.32583 -5.57889 -0.06123
C -3.85164 -4.15838 0.11048
O -2.80777 -3.20067 0.12381
C -3.23756 -2.01338 0.72035
N -4.42507 -6.48337 0.34197
H -2.09128 -5.17951 -1.85505
H -3.58012 -5.85166 -2.28210
H -2.38294 -6.86872 -1.41919
H -2.51403 -5.72930 0.65545
H -4.37019 -4.13803 1.07319
H -4.55424 -3.96648 -0.71110
H -4.13738 -1.58765 0.24791
H -2.53688 -1.18012 0.63044
H -3.49908 -2.14278 1.77783
H -5.11883 -6.42763 -0.40090
H -4.04489 -7.42292 0.26529
C 1.46527 -2.71486 2.91673
C 0.63610 -3.70846 2.10547
C -0.61293 -4.20659 2.83856
O -0.37886 -5.53004 3.29413
C -1.45219 -6.05479 4.03534
N 0.26010 -2.97331 0.85449
H 2.23655 -2.17760 2.36958
H 1.92634 -3.30912 3.71502
H 0.83268 -2.02821 3.48557
H 1.23446 -4.59506 1.87102
H -1.36621 -4.34117 2.05252
H -0.96048 -3.50257 3.59986
H -2.47572 -5.84453 3.69726
H -1.41407 -5.75564 5.08778
H -1.36705 -7.14010 3.96352
H -0.61972 -3.32674 0.49219
H 0.18840 -2.00682 1.13764

Output
net charge	+1
HOMO	-11.06	eV
F_max	0.0514	Eh/bohr

Mulliken atomic charge list, values in e, 99 entries:
1. Hg 1.2094
2. C 1.0858
3. C 1.3768
4. C -1.1580
5. O -0.8578
6. H -0.5387
7. H -0.5782
8. H -0.3339
9. H -0.5245
10. H 0.1973
11. H 0.4158
12. H 0.1339
13. C -1.6758
14. C 0.7303
15. C -0.5607
16. O -0.3547
17. C -0.7583
18. N -0.5348
19. H 0.4302
20. H 0.3694
21. H 0.3218
22. H 0.1028
23. H 0.5222
24. H 0.1984
25. H 0.3444
26. H 0.2532
27. H 0.2678
28. H 0.2612
29. H 0.0375
30. C -1.4744
31. C 1.5280
32. C -0.2230
33. O -0.4086
34. C -0.4000
35. N -0.8075
36. H 0.4051
37. H 0.1125
38. H 0.4044
39. H -0.5311
40. H 0.6847
41. H -0.5422
42. H 0.3595
43. H 0.3523
44. H -0.1381
45. H 0.3266
46. H 0.3437
47. C -1.1005
48. C 0.3940
49. C -0.0903
50. O -0.3940
51. C -0.6914
52. N -0.7684
53. H 0.5470
54. H -0.2225
55. H 0.4150
56. H 0.2080
57. H 0.4162
58. H -0.1805
59. H 0.3070
60. H 0.2187
61. H 0.3136
62. H 0.2785
63. H 0.2893
64. C -1.2716
65. C 0.3437
66. C 0.1816
67. O -0.4115
68. C -0.6501
69. N -0.7432
70. H 0.1004
71. H 0.3683
72. H 0.4953
73. H 0.1879
74. H -0.5554
75. H 0.6454
76. H 0.2823
77. H 0.2781
78. H 0.1946
79. H 0.3885
80. H 0.3227
81. C -1.4312
82. C 0.5394
83. C -0.7493
84. O -0.3782
85. C -0.7683
86. N -0.7908
87. H 0.2629
88. H 0.4077
89. H 0.3520
90. H 0.3363
91. H 0.3603
92. H 0.3894
93. H 0.3478
94. H 0.2227
95. H 0.3440
96. H 0.2457
97. H 0.2937
98. C -1.3648
99. C 1.0300



Molecular formula: C3H10NOS
Method: DFT, wB97M-V/def2-TZVPD

CARTESIAN COORDINATES (ANGSTROEM)
C -0.25224 1.43666 0.58295
N -0.43961 0.01757 0.15072
C -1.72364 -0.60157 -0.14397
C 0.48585 -0.38110 -0.99123
S 2.35448 0.26644 -0.47596
O 2.46323 -0.51543 0.96168
H -0.78812 1.96596 -0.32567
H -0.75448 1.71369 1.57783
H 0.85024 1.69047 0.51428
H 0.06747 -0.50371 0.92817
H -2.03903 -0.54878 -1.21092
H -1.63774 -1.72817 -0.10037
H -2.44253 -0.27456 0.62770
H 0.58245 -1.53299 -1.03810
H 0.12348 0.10601 -1.93776
H 3.15018 -1.11049 0.88067

Output
net charge	+1
HOMO	-13.50	eV
F_max	0.0887	Eh/bohr

Formally, the natural (NBO) partial charges of the atoms, in units of the elementary charge, are as follows:
1. C -0.4555
2. N -0.3984
3. C -0.4468
4. C -0.3589
5. S 0.5293
6. O -0.8432
7. H 0.2241
8. H 0.2642
9. H 0.2673
10. H 0.4514
11. H 0.2516
12. H 0.2483
13. H 0.2528
14. H 0.2598
15. H 0.2518
16. H 0.5020



Molecular formula: C28H16Cl5N2Ru
Method: DFT, wB97M-V/def2-TZVPD

CARTESIAN COORDINATES (ANGSTROEM)
Ru 0.38663 -0.14385 -0.58556
Cl 2.03822 -0.30492 -3.92853
C 2.93894 -0.41622 -2.46071
C 2.26898 -0.36824 -1.25467
C 3.02014 -0.51496 -0.11281
Cl 1.99149 -0.51718 1.34282
C 4.38667 -0.69240 -0.06997
Cl 5.20294 -0.87465 1.42401
C 5.05207 -0.71484 -1.29613
Cl 6.75271 -0.91888 -1.33067
C 4.32777 -0.58318 -2.48825
Cl 5.15339 -0.63376 -3.98744
C -1.27309 0.01324 -1.43076
C -1.99672 -0.41761 -0.48753
C -2.10421 -1.19670 0.63191
C -1.73818 -2.62413 0.47981
C -0.57067 -3.00132 -0.17981
C -0.27605 -4.33246 -0.40461
C -1.16934 -5.31136 0.01724
C -2.32968 -4.95220 0.68717
C -2.61070 -3.61583 0.92917
C -2.63402 -0.68611 1.88953
C -2.31947 -1.31323 3.10205
C -2.80634 -0.80353 4.29154
C -3.61786 0.32471 4.28158
C -3.93507 0.95473 3.08295
C -3.43984 0.45839 1.89234
H 0.21925 -2.28150 -0.44629
H 0.64582 -4.60693 -0.89875
H -0.95137 -6.35414 -0.16961
H -3.02299 -5.71282 1.01923
H -3.52615 -3.33569 1.43337
H -1.67883 -2.18496 3.10728
H -2.55576 -1.28367 5.22749
H -4.00772 0.71382 5.21287
H -4.57418 1.82697 3.08084
H -3.68844 0.93400 0.95175
N 1.22108 3.79875 0.45065
C 1.03165 2.49296 0.69556
N 0.70649 1.83299 -0.39236
C 0.67894 2.77186 -1.43438
C 0.38140 2.63647 -2.79028
C 0.44726 3.77478 -3.56355
C 0.79068 5.02227 -3.01580
C 1.07344 5.16893 -1.67630
C 1.00917 4.01615 -0.90015
H 1.47081 4.48728 1.14042
H 1.13789 2.05985 1.67516
H 0.10811 1.67984 -3.20802
H 0.22683 3.71045 -4.62013
H 0.82836 5.88872 -3.66170
H 1.32955 6.13007 -1.25198

Output
net charge	+1
HOMO (spin up / spin down)	-11.02 / -11.02	eV
F_max	0.0180	Eh/bohr

Formally, the natural (NBO) partial charges of the atoms, in units of the elementary charge, are as follows:
1. Ru 0.5564
2. Cl 0.0458
3. C 0.0079
4. C -0.1855
5. C -0.0689
6. Cl 0.0949
7. C -0.0826
8. Cl 0.0836
9. C -0.0900
10. Cl 0.0907
11. C -0.1009
12. Cl 0.0928
13. C 0.0218
14. C -0.2398
15. C 0.0698
16. C -0.0386
17. C -0.1626
18. C -0.1853
19. C -0.1704
20. C -0.1924
21. C -0.1909
22. C -0.0603
23. C -0.1721
24. C -0.2139
25. C -0.1527
26. C -0.2119
27. C -0.1614
28. H 0.1635
29. H 0.2327
30. H 0.2333
31. H 0.2339
32. H 0.2323
33. H 0.2283
34. H 0.2316
35. H 0.2301
36. H 0.2318
37. H 0.2302
38. N -0.5132
39. C 0.2541
40. N -0.3920
41. C 0.0611
42. C -0.1955
43. C -0.1995
44. C -0.1804
45. C -0.2456
46. C 0.1695
47. H 0.4385
48. H 0.2296
49. H 0.2469
50. H 0.2314
51. H 0.2316
52. H 0.2324



Molecular formula: C8H24N2O3
Method: DFT, wB97M-V/def2-TZVPD

CARTESIAN COORDINATES (ANGSTROEM)
C -0.19834 -3.18543 0.38870
C -0.02501 -2.24224 1.63872
C 1.32912 -1.42820 1.66116
O 1.38838 -0.58110 2.81597
C 2.64045 0.10160 2.97110
N -1.16875 -1.36103 1.84427
H -1.18672 -3.64446 0.41088
H 0.60873 -3.91805 0.38911
H -0.11379 -2.81320 -0.63229
H 0.05124 -2.79842 2.57302
H 1.64424 -0.87900 0.77392
H 2.06190 -2.22882 1.76194
H 2.65261 0.75687 2.10014
H 3.44504 -0.63082 3.03679
H 2.61923 0.53954 3.96903
H -1.39898 -0.80920 1.03028
H -0.83749 -0.66887 2.50098
C -2.14452 1.53624 -1.15350
C -0.80450 0.75445 -1.18963
C -0.03577 1.10101 -2.43512
O -0.83513 0.80944 -3.57735
C -0.18908 0.80631 -4.90159
N -0.09614 1.09624 0.04497
H -2.65591 1.29557 -2.08551
H -2.04335 2.58266 -0.86560
H -2.84561 0.95400 -0.55553
H -1.00187 -0.31752 -1.19483
H 0.89876 0.54323 -2.49538
H 0.30141 2.13157 -2.54633
H -0.01525 1.82764 -5.24034
H -0.79659 0.45314 -5.73484
H 0.77841 0.30972 -4.97552
H -0.62128 1.79826 0.54648
H 0.65834 1.64971 -0.33522
O -1.06405 2.25579 3.13067
H -0.46085 2.07509 2.40976
H -0.53888 2.12827 3.92072

Output
<S²>	0.755
net charge	+1
HOMO (spin up / spin down)	-12.72 / -12.71	eV
F_max	0.0470	Eh/bohr
multiplicity	2

Formally, the natural (NBO) partial charges of the atoms, in units of the elementary charge, are as follows:
1. C -0.6401
2. C -0.0539
3. C -0.1459
4. O -0.1611
5. C -0.2905
6. N -0.7849
7. H 0.2557
8. H 0.2220
9. H 0.2240
10. H 0.2068
11. H 0.2647
12. H 0.2777
13. H 0.2385
14. H 0.2413
15. H 0.2397
16. H 0.3581
17. H 0.3516
18. C -0.6452
19. C -0.0822
20. C -0.0757
21. O -0.5493
22. C -0.2654
23. N -0.7517
24. H 0.2621
25. H 0.2198
26. H 0.2273
27. H 0.2022
28. H 0.1670
29. H 0.1756
30. H 0.1790
31. H 0.2157
32. H 0.1785
33. H 0.3698
34. H 0.3645
35. O -0.9137
36. H 0.4453
37. H 0.4728